[1]
{"formula": "C29H56CrN2O2P3", "method": "ωB97M-V with the def2-TZVPD basis set", "symbols": ["C", "C", "N", "C", "C", "C", "C", "P", "Cr", "P", "C", "C", "C", "C", "C", "C", "C", "O", "O", "H", "H", "H", "C", "C", "H", "H", "H", "H", "C", "C", "H", "H", "H", "H", "H", "H", "H", "H", "H", "H", "H", "H", "H", "H", "H", "H", "H", "H", "H", "H", "H", "H", "C", "C", "C", "C", "P", "N", "C", "C", "C", "C", "C", "C", "C", "C", "H", "H", "H", "H", "H", "H", "H", "H", "H", "H", "H", "H", "H", "H", "H", "H", "H", "H", "H", "H", "H", "H", "H", "H", "H", "H", "H"], "coordinates": [[4.126618, -1.122584, -1.118694], [2.851128, -1.058523, -0.521680], [1.905369, -0.159233, -0.998346], [2.203222, 0.588944, -2.070760], [3.465055, 0.559783, -2.685980], [4.435704, -0.303787, -2.193351], [2.487712, -1.832545, 0.639405], [0.777134, -1.865868, 1.179967], [-0.088484, -0.182199, -0.272618], [-0.302327, 1.752586, -1.506450], [1.065199, 1.396911, -2.700066], [-1.959264, 0.041780, 0.839567], [-2.868051, -0.925588, 0.484317], [-4.177376, -0.902903, 0.998652], [-4.569000, 0.103035, 1.879920], [-3.629926, 1.079683, 2.238097], [-2.330846, 1.049119, 1.713614], [3.370895, 0.446388, 2.244415], [2.546357, 2.668047, 0.953293], [4.853812, -1.831306, -0.717997], [3.654064, 1.203904, -3.552253], [5.417893, -0.351640, -2.643676], [0.009433, -3.463274, 0.815669], [0.752828, -1.771999, 2.997181], [1.435290, 2.322806, -3.164090], [0.611412, 0.790535, -3.502240], [3.094077, -0.366844, 1.755042], [3.181686, -2.632912, 0.952118], [-1.820087, 1.834313, -2.497256], [-0.018982, 3.433986, -0.918618], [-2.610027, -1.704753, -0.225921], [-4.898133, -1.674714, 0.690854], [-5.584515, 0.122238, 2.282880], [-3.915337, 1.869332, 2.934568], [-1.626981, 1.820795, 2.013614], [0.234888, 0.707021, 1.332432], [2.270789, 3.161132, 1.748126], [2.949459, 1.840357, 1.333098], [4.326352, 0.339200, 2.352110], [0.849961, 1.059409, 0.730850], [0.534561, -4.286922, 1.315982], [-1.034512, -3.452714, 1.153153], [0.016600, -3.643867, -0.261400], [1.200565, -2.672262, 3.440374], [1.316774, -0.892418, 3.326650], [-0.286633, -1.685518, 3.336849], [-0.024711, 4.155263, -1.749771], [-0.808773, 3.711703, -0.205499], [0.947901, 3.458088, -0.397052], [-1.765738, 2.599906, -3.279398], [-1.993180, 0.847257, -2.958385], [-2.669943, 2.033943, -1.837085], [-3.287334, -3.914969, -1.058214], [-2.520098, -3.756049, -2.371941], [-1.122245, -4.407663, -2.276665], [-3.278698, -4.598703, -3.407132], [-2.190949, -1.695555, -2.863857], [-1.212584, -0.973022, -1.874484], [-1.496222, -1.798469, -4.807293], [-2.499776, -2.345989, -5.838721], [-1.056703, -0.431964, -5.339900], [-0.246775, -2.690932, -4.815742], [-4.130812, -0.808203, -3.236538], [-4.201305, 0.358865, -4.222378], [-5.129830, -1.873669, -3.717281], [-4.690189, -0.323299, -1.915690], [-3.527366, -4.980870, -0.915429], [-4.247220, -3.382911, -1.059621], [-2.715188, -3.668289, -0.156518], [-1.116504, -5.127135, -1.447289], [-0.879827, -5.023661, -3.149757], [-0.319488, -3.672105, -2.194289], [-4.292589, -4.265278, -3.638026], [-2.715054, -4.759331, -4.329997], [-3.391929, -5.607611, -2.981875], [-3.332387, -1.660636, -6.027702], [-1.966874, -2.438435, -6.800202], [-2.909407, -3.335537, -5.626038], [-0.070683, -0.142696, -4.962831], [-0.900552, -0.515932, -6.426999], [-1.783168, 0.379296, -5.190105], [0.492102, -2.383340, -4.067285], [-0.497386, -3.747263, -4.690816], [0.229516, -2.619108, -5.803723], [-3.901556, 0.095446, -5.237223], [-5.259166, 0.649512, -4.288210], [-3.705742, 1.291005, -3.926271], [-5.333319, -2.642880, -2.969577], [-6.095809, -1.374016, -3.886861], [-4.849041, -2.330073, -4.665831], [-4.927621, -1.176441, -1.271082], [-4.041674, 0.392495, -1.398632], [-5.657351, 0.180328, -2.083692]], "forces_ev_per_angstrom": [[0.48, 0.17, -0.48], [-1.19, -0.31, 1.37], [0.42, -0.51, -0.53], [0.46, 0.23, -0.85], [-0.95, 0.69, -0.21], [-0.31, -0.57, 0.83], [0.05, -0.14, -0.35], [1.06, -0.18, -0.70], [-2.23, -0.59, -0.05], [-0.24, 0.11, -0.96], [0.16, 0.11, -0.01], [2.14, 0.06, -1.00], [-1.61, -0.63, 0.66], [0.24, -0.20, 0.30], [0.33, 0.01, -0.06], [-0.09, 0.06, 0.04], [-0.89, 0.07, 0.50], [0.47, 0.02, 0.23], [0.01, -0.11, 0.68], [-0.24, 0.23, -0.14], [-0.10, -0.30, 0.41], [0.02, 0.01, -0.04], [-0.06, -0.52, 0.21], [-0.14, 0.01, 0.16], [0.02, -0.24, 0.13], [0.17, 0.17, 0.43], [-0.12, -0.20, -0.14], [-0.35, 0.45, -0.18], [-0.04, -0.01, -0.37], [0.11, 0.45, 0.18], [0.02, 0.41, 0.35], [0.34, 0.34, 0.28], [0.34, 0.06, -0.11], [0.05, -0.15, -0.16], [-0.04, 0.03, 0.00], [1.68, 0.82, -1.82], [0.20, -0.27, -0.51], [-0.24, 0.53, -0.19], [-0.21, 0.09, 0.03], [-1.59, -0.78, 1.90], [-0.07, 0.11, -0.04], [0.18, 0.03, 0.00], [0.08, 0.19, 0.33], [-0.07, 0.21, -0.13], [-0.12, -0.16, -0.06], [0.18, -0.02, -0.03], [0.02, -0.21, 0.23], [0.17, -0.11, -0.19], [-0.24, 0.04, -0.18], [0.00, 0.06, 0.16], [0.38, 0.73, 0.45], [0.17, 0.11, -0.02], [-0.01, -0.11, 0.42], [0.19, 0.73, -0.91], [-0.01, -0.12, 0.02], [-0.22, -0.28, -0.20], [0.04, -0.23, -0.85], [0.17, -0.85, -0.43], [-0.29, -0.28, 0.84], [-0.06, -0.07, -0.21], [0.13, 0.41, -0.01], [-0.12, -0.11, -0.20], [0.58, -0.81, 0.50], [-0.08, 0.29, -0.36], [-0.06, 0.15, -0.28], [-0.17, 0.13, 0.29], [0.02, 0.13, -0.23], [0.25, 0.02, 0.08], [-0.14, 0.32, -0.36], [0.16, 0.33, 0.11], [-0.22, 0.25, -0.01], [-0.06, -0.12, 0.32], [0.26, 0.05, -0.02], [-0.12, 0.26, 0.10], [0.06, 0.12, 0.03], [0.16, -0.13, 0.12], [-0.06, 0.02, 0.21], [0.07, 0.25, 0.13], [-0.29, 0.04, 0.21], [-0.14, -0.07, 0.16], [0.32, -0.25, 0.08], [-0.18, -0.07, -0.01], [0.07, 0.19, 0.12], [-0.02, 0.11, 0.09], [0.07, 0.07, 0.09], [0.01, -0.18, -0.01], [0.12, -0.48, -0.01], [0.25, 0.04, -0.07], [0.14, 0.01, 0.01], [-0.01, -0.11, 0.12], [0.30, 0.37, -0.09], [-0.11, -0.35, -0.01], [0.19, -0.03, -0.14]], "lowdin_charge": [-0.0466, -0.3566, -0.0061, -0.3077, -0.0542, -0.0719, -0.3088, 0.8021, 0.2363, 0.8577, -0.2337, -0.2517, -0.1904, -0.1185, -0.0980, -0.1020, -0.1471, -0.0875, -0.1183, 0.1108, 0.1090, 0.1048, -0.2474, -0.2389, 0.0998, 0.0612, -0.0107, 0.0713, -0.2650, -0.2371, 0.0258, 0.0979, 0.0981, 0.0939, 0.0802, 0.1025, 0.0530, -0.0059, 0.0682, 0.0941, 0.0545, 0.0399, 0.0069, 0.0517, 0.0335, 0.0482, 0.0550, 0.0536, 0.0211, 0.0625, -0.0215, 0.0547, -0.1042, -0.5158, -0.1239, -0.1159, 0.9797, -0.3566, -0.5687, -0.1009, -0.1038, -0.1079, -0.5273, -0.1076, -0.1097, -0.1163, 0.0879, 0.0678, 0.0515, 0.0844, 0.0670, 0.0467, 0.0570, 0.0586, 0.0869, 0.0588, 0.0869, 0.0523, 0.0569, 0.0880, 0.0608, 0.0778, 0.0562, 0.0862, 0.0587, 0.0860, 0.0570, 0.0627, 0.0881, 0.0582, 0.0478, 0.0680, 0.0978], "lumo_energy_ev": [0.6, 0.6], "energy_ev": -94341.8384, "spin_multiplicity": 4, "relative_energy_kj_mol": 0.00}

[2]
{"formula": "C8H14N3", "method": "ωB97M-V with the def2-TZVPD basis set", "symbols": ["C", "C", "C", "C", "C", "C", "C", "C", "N", "N", "N", "H", "H", "H", "H", "H", "H", "H", "H", "H", "H", "H", "H", "H", "H"], "coordinates": [[-2.397996, -1.523451, 1.348110], [-1.477465, -2.377785, 1.876172], [-2.005069, -0.325558, 0.630106], [-0.155528, -2.025274, 1.759416], [1.849365, -0.727586, 1.011313], [2.056386, -0.289332, -0.485093], [0.037121, 1.259131, -0.065965], [-0.708582, 0.119859, 0.535559], [0.418826, -0.969136, 1.283412], [-0.758791, 2.351911, -3.396509], [1.404736, 1.028962, -0.586072], [-3.414633, -1.812573, 1.495293], [-1.800515, -3.225267, 2.460819], [-2.605409, 0.308377, 0.015895], [0.453637, -2.801895, 2.231026], [2.507380, -1.521516, 1.273296], [2.079933, 0.108167, 1.571924], [3.202072, -0.176415, -0.585039], [1.544615, -0.915396, -1.098182], [-0.652295, 1.745381, -0.794236], [0.073371, 2.021329, 0.729070], [-0.913906, 2.343065, -4.438636], [0.223772, 2.268278, -3.392163], [-0.931443, 3.345402, -3.014620], [1.970418, 1.791320, -0.364893]], "forces_ev_per_angstrom": [[0.47, 0.62, -0.49], [-1.74, 1.68, -0.36], [2.18, 0.07, 0.01], [2.54, -2.00, 1.49], [-0.90, -0.63, -1.64], [1.28, 3.18, 3.85], [-0.52, 0.64, 0.05], [2.89, -4.08, 2.06], [-3.62, 2.66, -2.79], [-1.32, 1.83, -0.64], [-1.43, -1.24, -1.03], [-0.75, 0.37, -0.34], [0.30, -0.17, -0.18], [-1.21, 0.05, 0.06], [0.78, 0.46, -0.37], [-0.03, -1.11, 0.48], [0.80, 1.68, 1.32], [-2.06, -0.31, -0.48], [-0.74, -2.23, -2.15], [0.49, -0.57, -0.11], [0.19, -0.17, 0.07], [-0.43, 0.37, 1.49], [1.59, -0.24, 0.49], [0.17, -1.96, -1.23], [1.07, 1.09, 0.45]], "lowdin_charge": [0.0121, -0.0350, 0.0211, -0.0766, -0.0926, -0.1155, -0.1540, 0.0343, 0.0738, -0.0222, -0.0479, 0.1186, 0.1300, 0.1237, 0.1534, 0.1218, 0.1034, 0.1673, 0.0826, 0.1132, 0.1431, 0.0384, -0.0350, 0.0530, 0.0891], "lumo_energy_ev": -4.5, "energy_ev": -12984.4768, "relative_energy_kj_mol": 331.28, "total_charge": 1}

[3]
{"formula": "C2H4N4O2", "method": "ωB97M-V with the def2-TZVPD basis set", "symbols": ["N", "C", "N", "N", "N", "C", "O", "O", "H", "H", "H", "H"], "coordinates": [[2.546793, -0.156514, 0.137048], [1.253469, 0.019788, 0.054128], [0.631250, -1.146302, 0.138116], [-0.690635, -0.651857, -0.341718], [-1.808332, -1.390768, 0.137653], [-0.780865, 0.731016, -0.118834], [-1.714131, 1.478717, 0.191638], [0.588665, 1.140179, -0.220568], [3.027090, -0.897138, -0.266898], [3.047274, 0.973151, 0.243580], [-2.419458, -1.664230, -0.730940], [-2.240337, -0.449680, 0.876243]], "forces_ev_per_angstrom": [[3.80, 9.15, 1.76], [-1.10, -5.30, -0.29], [-2.52, 3.50, -1.24], [-0.72, 0.16, 1.11], [-1.64, 3.27, 1.03], [-0.52, 0.24, 0.08], [2.60, -2.27, -1.14], [-0.72, 0.31, 0.77], [0.74, -1.15, -0.83], [-1.23, -5.09, -0.61], [1.10, 1.32, 2.38], [0.20, -4.15, -3.03]], "lowdin_charge": [0.1346, -0.5707, 0.1643, -0.1829, 0.0112, -0.4285, 0.0881, 0.1458, 0.0751, 0.2441, 0.1138, 0.2049], "lumo_energy_ev": 0.5, "smiles": "Nc1nn(N)c(=O)o1", "energy_ev": -12190.2165, "relative_energy_kj_mol": 315.62}

[4]
{"formula": "C5H10O2", "method": "ωB97M-V with the def2-TZVPD basis set", "symbols": ["C", "O", "C", "C", "C", "C", "O", "H", "H", "H", "H", "H", "H", "H", "H", "H", "H"], "coordinates": [[-1.896345, -0.086000, 1.247621], [-1.090734, 0.180021, 0.121322], [0.068538, 0.952466, 0.243241], [1.301262, 0.422456, 0.922908], [1.205389, 0.437413, -0.583774], [0.957849, -0.894794, -1.281329], [-0.142753, -0.855758, -2.156722], [-2.779765, 0.564443, 1.253247], [-1.343987, 0.033543, 2.185515], [-2.231056, -1.124775, 1.158119], [-0.103867, 2.028758, 0.290479], [1.952160, 1.137612, 1.419701], [1.258166, -0.553818, 1.399826], [1.790230, 1.168023, -1.138317], [1.826832, -1.176199, -1.883523], [0.830899, -1.675044, -0.512812], [-0.883832, -0.579845, -1.593638]], "forces_ev_per_angstrom": [[-0.11, -0.03, 0.24], [0.04, -0.09, -0.08], [0.02, 0.14, -0.02], [0.05, -0.07, 0.20], [0.04, 0.03, -0.16], [0.36, -0.03, 0.18], [-0.19, 0.04, -0.05], [0.17, -0.01, 0.06], [-0.01, 0.00, -0.11], [0.01, 0.16, 0.11], [0.00, -0.19, -0.03], [-0.18, -0.10, -0.08], [-0.06, 0.14, -0.08], [-0.11, -0.11, 0.12], [-0.05, 0.07, 0.11], [-0.05, 0.11, -0.17], [0.07, -0.06, -0.26]], "lowdin_charge": [-0.0704, -0.1847, -0.2907, -0.0500, -0.1974, -0.2345, -0.0612, 0.0883, 0.0926, 0.0932, 0.1516, 0.1033, 0.1093, 0.1397, 0.1217, 0.1194, 0.0697], "lumo_energy_ev": 1.0, "smiles": "CO[C@H]1C[C@H]1CO", "energy_ev": -9440.4072, "relative_energy_kj_mol": 254.31}